Entry 1:
Here is a molecular structure, C3H4O2Rb from the Open Molecules 2025 dataset. Energies are from the ωB97M-V functional and the def2-TZVPD basis.

Properties
Charge = -1
Kohn-Sham gap (spin up / spin down) = 2.87 / 2.87 eV
Multiplicity = 1
HOMO energy (spin up / spin down) = -1.235 / -1.236 eV

Positions of all 10 atoms, in Å:
H (-0.972, 1.728, 0.977)
C (-0.916, 1.103, 0.068)
C (0.400, 0.361, -0.001)
O (0.134, -1.095, 0.018)
C (1.119, -2.057, -0.255)
O (2.279, -1.675, -0.074)
Rb (-3.016, -1.229, 0.154)
H (-1.061, 1.742, -0.821)
H (1.062, 0.560, 0.856)
H (0.970, 0.560, -0.922)

Entry 2:
Here is 7 unconnected molecules or ions with the total composition C33H87BF4N5O11 from the Open Molecules 2025 dataset. Energies are from the ωB97M-V functional and the def2-TZVPD basis.

Properties
Charge = +3
Kohn-Sham gap = 5.34 eV
Multiplicity = 1
HOMO energy = -10.693 eV

Positions of all 141 atoms, in Å:
C (1.488, -1.320, -1.773)
C (0.689, -1.012, -0.454)
C (-0.035, -2.380, -0.097)
O (1.492, -0.585, 0.588)
H (1.881, -0.459, -2.313)
H (0.730, -1.547, -2.523)
H (2.179, -2.161, -1.714)
H (-0.036, -0.245, -0.724)
H (0.792, -3.090, -0.066)
H (-0.662, -2.714, -0.924)
H (-0.685, -2.223, 0.763)
C (0.934, 6.764, -7.593)
O (1.126, 5.414, -7.972)
C (2.472, 4.893, -7.865)
C (2.459, 3.373, -7.608)
N (1.599, 2.548, -8.606)
H (0.664, 2.930, -8.619)
H (1.996, 2.676, -9.526)
C (1.448, 0.993, -8.390)
C (0.314, 0.811, -7.401)
O (-0.919, 1.451, -7.884)
C (-2.097, 1.326, -6.966)
H (1.181, 7.090, -6.583)
H (-0.054, 7.117, -7.887)
H (1.421, 7.340, -8.380)
H (2.942, 5.303, -6.971)
H (2.937, 5.307, -8.759)
H (2.086, 3.207, -6.598)
H (3.409, 2.845, -7.526)
H (2.422, 0.648, -8.044)
H (1.258, 0.570, -9.376)
H (0.420, 1.103, -6.357)
H (0.164, -0.266, -7.324)
H (-2.506, 0.389, -7.344)
H (-2.872, 2.057, -7.196)
H (-1.771, 1.293, -5.927)
C (0.524, 4.023, -3.420)
O (1.773, 3.800, -2.779)
C (1.781, 4.452, -1.529)
C (3.285, 4.576, -1.152)
N (3.882, 3.197, -1.109)
H (3.140, 2.518, -1.018)
H (4.241, 3.067, -2.044)
C (4.946, 2.748, 0.010)
C (6.149, 3.675, 0.035)
O (5.755, 4.985, 0.248)
C (5.770, 5.490, 1.609)
H (0.400, 5.044, -3.782)
H (-0.292, 3.734, -2.757)
H (0.574, 3.515, -4.382)
H (1.132, 3.911, -0.840)
H (1.318, 5.436, -1.601)
H (3.379, 4.946, -0.131)
H (3.968, 5.056, -1.853)
H (5.258, 1.709, -0.097)
H (4.420, 2.738, 0.965)
H (6.731, 3.528, -0.875)
H (6.794, 3.462, 0.888)
H (6.706, 5.360, 2.152)
H (4.982, 5.013, 2.193)
H (5.359, 6.482, 1.422)
C (-4.127, -0.612, 3.943)
O (-2.928, 0.100, 4.361)
C (-2.677, 1.360, 3.743)
C (-1.411, 2.034, 4.248)
N (-0.318, 0.933, 4.663)
H (-0.792, 0.225, 5.206)
H (-0.133, 0.464, 3.788)
C (0.891, 1.665, 5.370)
C (0.575, 1.812, 6.913)
O (0.027, 0.687, 7.540)
C (0.437, 0.237, 8.807)
H (-4.157, -1.701, 3.937)
H (-4.369, -0.270, 2.937)
H (-4.920, -0.176, 4.551)
H (-3.601, 1.931, 3.833)
H (-2.451, 1.283, 2.679)
H (-1.599, 2.706, 5.085)
H (-0.754, 2.521, 3.527)
H (1.089, 2.655, 4.959)
H (1.693, 0.934, 5.271)
H (-0.199, 2.564, 7.068)
H (1.472, 2.184, 7.407)
H (0.856, 0.897, 9.567)
H (1.306, -0.421, 8.797)
H (-0.303, -0.316, 9.385)
C (-5.908, -3.640, -1.501)
O (-7.229, -3.337, -1.138)
C (-8.157, -4.185, -1.810)
C (-9.566, -3.800, -1.326)
N (-9.645, -3.975, 0.264)
H (-8.930, -3.447, 0.743)
H (-10.597, -3.696, 0.458)
C (-9.471, -5.393, 0.883)
C (-9.376, -5.307, 2.377)
O (-10.484, -4.647, 3.005)
C (-11.773, -5.276, 3.035)
H (-5.167, -2.991, -1.033)
H (-5.631, -3.646, -2.555)
H (-5.635, -4.575, -1.012)
H (-7.945, -5.157, -1.364)
H (-8.007, -4.233, -2.889)
H (-10.276, -4.508, -1.751)
H (-9.686, -2.744, -1.570)
H (-8.488, -5.728, 0.552)
H (-10.235, -5.968, 0.360)
H (-8.474, -4.717, 2.539)
H (-9.254, -6.214, 2.968)
H (-12.001, -5.874, 2.153)
H (-12.521, -4.514, 3.252)
H (-11.778, -5.992, 3.857)
C (0.387, -3.633, 6.081)
O (1.639, -3.190, 5.485)
C (2.777, -3.665, 6.051)
C (3.947, -2.778, 5.604)
N (4.152, -2.533, 4.061)
H (3.322, -2.163, 3.620)
H (4.849, -1.810, 3.958)
C (4.658, -3.847, 3.418)
C (5.403, -3.616, 2.134)
O (6.218, -2.426, 2.127)
C (7.095, -2.238, 1.009)
H (0.024, -4.502, 5.533)
H (-0.438, -2.929, 5.972)
H (0.394, -3.987, 7.112)
H (2.857, -4.718, 5.779)
H (2.827, -3.504, 7.128)
H (4.893, -3.163, 5.984)
H (3.846, -1.727, 5.877)
H (3.735, -4.400, 3.242)
H (5.342, -4.299, 4.136)
H (4.720, -3.596, 1.285)
H (6.001, -4.459, 1.785)
H (7.747, -1.385, 1.198)
H (6.561, -1.922, 0.113)
H (7.781, -3.050, 0.768)
B (6.232, 1.541, -4.738)
F (6.833, 0.962, -3.664)
F (7.026, 1.477, -5.820)
F (5.148, 0.721, -4.999)
F (5.809, 2.793, -4.534)

Entry 3:
Here is a single C3H5Cl2FO molecule from the Open Molecules 2025 dataset. Energies are from the ωB97M-V functional and the def2-TZVPD basis.

Properties
Expectation value of S² = 2.01
Charge = 0
Kohn-Sham gap (spin up / spin down) = 5.62 / 7.61 eV
Multiplicity = 3
HOMO energy (spin up / spin down) = -4.879 / -10.626 eV

Positions of all 12 atoms, in Å:
C (-1.396, -1.327, -0.346)
C (1.434, 0.788, 0.503)
C (0.113, 0.817, -0.094)
O (-0.564, -0.598, 0.513)
F (0.130, 0.805, -1.431)
Cl (2.204, -0.806, 0.351)
Cl (-0.841, 2.150, 0.509)
H (-0.833, -1.610, -1.388)
H (-2.269, -0.740, -0.577)
H (-1.584, -2.093, 0.233)
H (2.288, 1.598, 0.144)
H (1.318, 1.016, 1.582)

Entry 4:
Here is a molecular structure, C25H45NOsP2S from the Open Molecules 2025 dataset. Energies are from the ωB97M-V functional and the def2-TZVPD basis.

Properties
Expectation value of S² = 6.03
Charge = +2
Kohn-Sham gap (spin up / spin down) = 7.50 / 4.52 eV
Multiplicity = 5
HOMO energy (spin up / spin down) = -12.809 / -14.217 eV

Positions of all 75 atoms, in Å:
Os (-0.304, 0.020, 1.149)
C (-1.704, 1.562, 1.043)
C (-1.954, 0.593, 0.014)
C (-2.088, -0.496, 2.055)
C (-1.849, 0.897, 2.300)
C (-2.211, -0.673, 0.641)
C (-1.639, 3.051, 0.822)
H (-1.273, 3.271, -0.186)
H (-0.967, 3.505, 1.558)
H (-2.633, 3.513, 0.922)
C (-1.933, 1.557, 3.639)
H (-1.744, 2.628, 3.541)
H (-1.210, 1.107, 4.324)
H (-2.930, 1.435, 4.080)
C (-2.339, -1.555, 3.082)
H (-3.412, -1.640, 3.300)
H (-1.812, -1.305, 4.006)
H (-1.980, -2.526, 2.716)
C (-2.871, -1.832, -0.048)
H (-3.961, -1.691, -0.069)
H (-2.666, -2.767, 0.478)
H (-2.528, -1.913, -1.085)
C (-2.373, 0.952, -1.375)
H (-3.381, 1.397, -1.377)
H (-2.360, 0.066, -2.012)
H (-1.680, 1.678, -1.801)
C (1.606, 0.465, -2.375)
C (0.573, 1.302, -2.555)
C (-0.086, 1.542, -3.878)
C (-0.986, 0.412, -4.482)
C (-1.067, -0.902, -3.752)
C (-0.011, -1.709, -3.580)
C (1.337, -1.411, -4.180)
C (2.216, -0.314, -3.501)
H (0.668, 1.799, -4.641)
H (-0.640, 0.258, -5.518)
H (-0.724, 2.435, -3.769)
H (2.538, 0.374, -4.303)
H (2.108, 0.412, -1.402)
H (0.266, 1.945, -1.725)
H (3.127, -0.801, -3.123)
H (1.920, -2.345, -4.158)
H (-0.111, -2.678, -3.082)
H (1.232, -1.127, -5.241)
H (-2.009, 0.814, -4.551)
H (-2.073, -1.228, -3.463)
P (1.575, 1.715, 1.362)
C (1.410, 2.690, 2.920)
H (2.306, 3.317, 3.032)
H (1.330, 2.014, 3.784)
H (0.521, 3.331, 2.887)
C (3.301, 1.105, 1.433)
H (3.933, 1.942, 1.762)
H (3.628, 0.780, 0.438)
H (3.422, 0.282, 2.147)
C (1.775, 3.040, 0.123)
H (2.096, 2.616, -0.835)
H (2.531, 3.756, 0.470)
H (0.841, 3.584, -0.039)
P (0.819, -2.197, 0.828)
C (-0.146, -3.410, -0.147)
H (0.501, -4.244, -0.459)
H (-0.562, -2.921, -1.038)
H (-0.956, -3.811, 0.476)
C (2.314, -2.076, -0.204)
H (2.019, -1.964, -1.256)
H (2.892, -3.002, -0.093)
H (2.934, -1.224, 0.093)
C (1.319, -3.264, 2.255)
H (1.450, -4.297, 1.906)
H (0.533, -3.246, 3.021)
H (2.259, -2.909, 2.699)
S (1.267, -0.491, 3.313)
C (0.533, -0.562, 4.797)
N (0.074, -0.633, 5.883)

Question: Which of these has the highest charge?
Answer: C33H87BF4N5O11